Entry 1:
A cluster of 4 separate species, C12H28N4O4 in total at a distorted geometry, computed with ωB97M-V/def2-TZVPD.

```
48
Properties=species:S:1:pos:R:3:forces:R:3
C -1.54799 -1.15222 -3.74582 -0.449 -0.250 0.497
N -1.03737 -1.61651 -2.47401 0.236 0.237 0.200
C -1.46759 -0.88286 -1.28155 -0.125 -0.959 -0.675
C -0.23421 -2.69832 -2.36673 -0.032 0.389 -0.227
O 0.25656 -3.09671 -1.33333 0.095 -0.168 0.177
H -1.16263 -0.15893 -3.97656 0.104 -0.037 -0.202
H -2.63832 -1.08594 -3.67309 0.023 0.048 -0.179
H -1.30929 -1.88333 -4.51326 0.132 0.153 -0.169
H -2.42536 -1.31503 -0.98181 -0.135 0.375 0.128
H -0.77332 -1.06366 -0.46768 0.165 0.159 -0.081
H -1.57529 0.16286 -1.55918 0.037 0.125 0.309
H -0.04444 -3.16451 -3.35143 0.026 -0.081 0.093
C 2.32458 4.09948 1.99579 -0.173 -0.099 -0.055
N 1.26122 3.80913 1.04788 0.475 0.352 0.344
C 0.06794 3.22518 1.57704 -0.961 -0.725 0.074
C 1.46531 3.91917 -0.27971 -0.253 0.159 -0.144
O 0.64057 3.68208 -1.14365 0.064 -0.215 -0.004
H 3.10851 4.65979 1.49103 0.132 -0.135 0.038
H 2.70826 3.17129 2.42716 0.154 0.042 -0.072
H 1.95744 4.71214 2.82085 -0.129 0.053 -0.091
H -0.57031 2.90437 0.75327 0.156 -0.014 -0.051
H 0.30744 2.34644 2.18477 0.095 0.016 -0.085
H -0.55683 3.88200 2.19021 0.390 0.351 -0.029
H 2.47657 4.27706 -0.52886 0.044 0.034 0.053
C -1.97304 -0.44223 2.15754 -0.705 0.253 0.153
N -2.37521 -1.82969 2.14273 0.859 0.009 -0.008
C -3.67675 -2.11467 1.62762 -0.773 -0.428 0.128
C -1.47325 -2.82867 2.36512 -0.146 0.113 -0.134
O -1.75122 -4.00431 2.43181 0.025 -0.127 -0.084
H -1.08099 -0.24458 2.74466 0.141 -0.302 -0.054
H -2.81058 0.08316 2.62691 0.206 0.321 -0.042
H -1.83841 -0.03363 1.15412 0.037 0.051 -0.024
H -3.92267 -3.15907 1.80952 0.187 -0.041 -0.093
H -4.45454 -1.52996 2.12638 0.162 0.171 0.019
H -3.74119 -1.92079 0.55330 -0.013 0.026 -0.005
H -0.44340 -2.44677 2.45460 0.001 0.015 0.234
C 2.26439 -0.04982 -1.99090 -0.197 0.481 -0.400
N 2.33271 -0.38759 -0.59593 -0.308 -0.348 0.181
C 3.14839 -1.52931 -0.26561 0.701 -0.368 -0.053
C 1.46385 0.16008 0.28079 0.229 0.676 -0.265
O 1.45615 0.03361 1.48998 -0.093 -0.403 0.077
H 1.86488 -0.86713 -2.59700 0.168 -0.098 0.037
H 3.24985 0.24666 -2.35720 0.042 -0.213 -0.040
H 1.62192 0.82069 -2.14370 -0.050 -0.054 0.142
H 4.21150 -1.33044 -0.44766 -0.096 0.210 0.102
H 3.03097 -1.81964 0.77356 -0.177 0.137 0.033
H 2.89945 -2.37884 -0.90851 -0.279 0.059 0.107
H 0.76575 0.83994 -0.24345 0.009 0.051 0.139
```
Forces are in eV/Å.

The HOMO-LUMO gap is 9.64 eV. The calculation puts the relative energy (zero: lowest compared OMol25 entry of this formula, charge and spin) at 2.0134 eV. As for the SMILES: CN(C)C=O.CN(C)C=O.CN(C)C=O.CN(C)C=O. Its LUMO energy is 0.62 eV.

What are the Löwdin partial charges on each atom? They are as follows, in elementary charge units: number 1, C, carries -0.0573; number 2, N, carries -0.1938; number 3, C, carries -0.0348; number 4, C, carries -0.3594; number 5, O, carries 0.0196; number 6, H, carries 0.0889; number 7, H, carries 0.0912; number 8, H, carries 0.0836; number 9, H, carries 0.0798; number 10, H, carries 0.0612; number 11, H, carries 0.0974; number 12, H, carries 0.1355; number 13, C, carries -0.0481; number 14, N, carries -0.1906; number 15, C, carries -0.0649; number 16, C, carries -0.3511; number 17, O, carries -0.0075; number 18, H, carries 0.0825; number 19, H, carries 0.0919; number 20, H, carries 0.0891; number 21, H, carries 0.0819; number 22, H, carries 0.0814; number 23, H, carries 0.0935; number 24, H, carries 0.1332; number 25, C, carries -0.0655; number 26, N, carries -0.1971; number 27, C, carries -0.0609; number 28, C, carries -0.3281; number 29, O, carries 0.0214; number 30, H, carries 0.0837; number 31, H, carries 0.0895; number 32, H, carries 0.0624; number 33, H, carries 0.0894; number 34, H, carries 0.0897; number 35, H, carries 0.0723; number 36, H, carries 0.1368; number 37, C, carries -0.0577; number 38, N, carries -0.1790; number 39, C, carries -0.0434; number 40, C, carries -0.3598; number 41, O, carries 0.0014; number 42, H, carries 0.0795; number 43, H, carries 0.0935; number 44, H, carries 0.0857; number 45, H, carries 0.0898; number 46, H, carries 0.0901; number 47, H, carries 0.0846; number 48, H, carries 0.1182

***

Entry 2:
A cluster of 2 separate species, C2H7NO3S in total at a distorted geometry, computed with ωB97M-V/def2-TZVPD.

```
14
Properties=species:S:1:pos:R:3:forces:R:3
C 1.12111 -0.97105 0.13385 0.169 0.206 -2.430
C 1.33468 0.33174 -0.58368 -0.213 2.136 -0.515
N 0.55627 1.31349 -0.37925 -0.310 0.725 -0.951
O -1.94287 -0.05251 -0.04856 -0.108 0.565 1.721
O -2.09216 2.35097 0.08934 -0.586 1.240 0.224
O -2.75608 0.97655 2.08137 -0.065 -0.891 -0.521
S -1.62819 1.31252 0.95039 0.230 -1.010 -0.278
H 0.06322 -1.26370 0.01726 0.602 0.027 0.341
H 1.76265 -1.62065 -0.45803 -0.072 -0.802 0.579
H 1.42586 -0.90542 1.14472 0.268 -0.085 1.034
H 2.11343 0.56628 -1.34092 0.081 -1.216 0.489
H 0.67970 2.15859 -0.99559 0.311 -1.173 0.835
H -2.45219 0.07021 2.31615 -0.645 0.487 0.387
H -1.30410 0.19709 -0.71408 0.337 -0.210 -0.916
```
Forces are in eV/Å.

The HOMO-LUMO gap is 10.05 eV. The calculation puts the relative energy (zero: lowest compared OMol25 entry of this formula, charge and spin) at 1.5653 eV. Its LUMO energy is 0.68 eV.

What are the Löwdin partial charges on each atom? They are as follows, in elementary charge units: number 1, C, carries -0.0618; number 2, C, carries -0.2590; number 3, N, carries -0.0093; number 4, O, carries -0.2930; number 5, O, carries -0.4029; number 6, O, carries -0.2880; number 7, S, carries 0.8340; number 8, H, carries 0.0704; number 9, H, carries 0.0731; number 10, H, carries 0.0698; number 11, H, carries 0.1176; number 12, H, carries 0.0979; number 13, H, carries 0.0610; number 14, H, carries -0.0099

***

Question: Number 1 is which compound?
Answer: C12H28N4O4

***

Question: Among the records above, which one has the highest relative energy (zero: lowest compared OMol25 entry of this formula, charge and spin)?
Answer: C12H28N4O4